(P)
DFT (wB97M-V/def2-TZVPD) results for an isolated molecule of C3H4BrNO.

HOMO-LUMO gap   8.732 eV
SMILES   BrN1C=CCO1
E_HOMO   -8.9 eV

```
! RIJCOSX wB97M-V def2-TZVPD def2/J DEFGRID3
* xyz 0 1
C 0.7850 0.5590 -0.1272
C -0.3839 1.0453 0.3002
C 0.7698 -0.9208 -0.3023
N -1.2227 -0.0277 0.6335
O -0.4184 -1.3376 0.2049
Br -2.9212 0.1721 -0.3136
H 1.7304 1.0948 -0.2106
H -0.8204 1.9554 0.5911
H 1.0509 -1.1882 -1.2433
H 1.4305 -1.3523 0.4673
*
```

=====

(Q)
DFT (wB97M-V/def2-TZVPD) results for an isolated molecule of C3H4BrNO.

HOMO-LUMO gap   10.334 eV
SMILES   Br[C@@H]1N=CCO1
E_HOMO   -10.0 eV

```
! RIJCOSX wB97M-V def2-TZVPD def2/J DEFGRID3
* xyz 0 1
C 0.4897 0.2078 1.0686
C 0.8779 0.6468 -0.3791
C -0.9329 -0.7381 -0.2687
N -0.4523 -0.6439 1.0686
O -0.1207 -0.0283 -1.0988
Br -2.8046 -0.0212 -0.0277
H 1.2477 0.3456 1.8170
H 1.0100 1.6588 -0.6947
H 1.8804 0.3636 -0.7948
H -1.1954 -1.7912 -0.6903
*
```

=====

(R)
DFT (wB97M-V/def2-TZVPD) results for a structure of composition C3H4BrNO.

HOMO-LUMO gap   10.750 eV
E_HOMO   -9.9 eV

```
! RIJCOSX wB97M-V def2-TZVPD def2/J DEFGRID3
* xyz 0 1
C 0.2866 0.1738 0.5854
C 1.1452 1.1456 0.2226
C -0.8351 0.5001 -0.2346
N -0.6009 1.5090 -1.0646
O 0.5902 1.9651 -0.7789
Br -2.3524 -0.5580 -0.3475
H 0.4441 -0.4914 1.5029
H 2.1335 1.5471 0.5330
H -0.5668 -2.5745 -0.3640
H -0.2445 -3.2168 -0.0544
*
```

=====

Stability ranking, top and bottom: (Q) is the most stable and (P) is the least stable.

=====

(P)
DFT (wB97M-V/def2-TZVPD) results for a cluster of 2 separate species, C4H9N4 in total.

HOMO-LUMO gap   8.536 eV
E_HOMO   -13.3 eV

```
! RIJCOSX wB97M-V def2-TZVPD def2/J DEFGRID3
* xyz 1 1
C -0.0466 -0.4278 1.3049
C -0.7675 -1.5390 1.2535
C -0.8818 -0.9624 -1.1972
C -1.7428 -2.4282 1.4925
N 0.4414 0.1430 0.1689
N -0.2035 -0.0411 -0.9332
N -1.7804 -1.7195 -1.8929
N 3.2469 2.2577 2.4667
H 0.5962 -0.1902 2.2034
H -1.4299 -3.4406 1.3063
H -2.7018 -2.0365 1.7377
H 1.0103 0.9584 0.2942
H -1.4442 -2.6460 -1.9637
H -2.7130 -1.6167 -1.7485
H 3.6043 2.4002 3.4058
H 3.3801 3.1618 2.0017
H 4.0219 1.7927 2.0524
*
```

=====

(Q)
DFT (wB97M-V/def2-TZVPD) results for the ion C4H9N4 with charge +1.

HOMO-LUMO gap   9.352 eV
SMILES   [H]/N=N/[NH+]=C(/C=C)NC
E_HOMO   -14.1 eV

```
! RIJCOSX wB97M-V def2-TZVPD def2/J DEFGRID3
* xyz 1 1
C 2.6421 -1.1271 -0.4285
C 1.4603 -1.2828 0.1624
C 0.3779 -0.3655 0.2767
C -0.5841 1.9758 0.4906
N -3.0342 -0.6710 -0.5146
N -1.9172 -0.1092 -0.4672
N 0.4718 0.8915 0.4249
N -0.9783 -0.9100 0.1568
H 3.2042 -1.9456 -0.6460
H 2.9980 -0.2471 -1.0092
H 1.2126 -2.2941 0.5349
H -0.1633 2.8791 1.1189
H -0.6728 2.4322 -0.5611
H -1.5074 1.4727 0.8259
H -3.6071 -0.1214 -1.1771
H 1.3892 1.3647 0.6232
H -1.2918 -1.9421 0.1895
*
```

=====

(R)
DFT (wB97M-V/def2-TZVPD) results for a cluster of 2 separate species, C4H9N4 in total.

HOMO-LUMO gap   10.601 eV
E_HOMO   -15.1 eV

```
! RIJCOSX wB97M-V def2-TZVPD def2/J DEFGRID3
* xyz 1 1
C 3.0288 0.1176 0.0381
C -0.1959 0.1264 -1.2043
C 1.2272 -1.3613 0.7251
C 1.9948 -0.7503 -0.4592
N 3.7552 0.6328 0.7595
N 0.9643 -0.1236 -1.2090
N -1.5253 0.3890 -1.3176
N -2.6041 1.1381 0.7888
H 0.7524 -0.4415 1.1294
H 1.8796 -1.6790 1.4427
H 0.5357 -2.1672 0.3501
H 2.3881 -1.4825 -1.1996
H -2.0059 1.4920 1.6107
H -1.9443 0.3957 -2.2238
H -1.9036 0.9219 -0.6806
H -3.5192 0.7250 0.9769
H -2.8278 2.0671 0.4728
*
```

=====

Stability ranking, top and bottom: (R) is the most stable and (P) is the least stable.

=====

(P)
DFT (wB97M-V/def2-TZVPD) results for an isolated molecule of C5H4S.

HOMO-LUMO gap (spin up / spin down)   7.065 / 7.057 eV
E_HOMO (spin up / spin down)   -7.3 / -7.1 eV

```
! RIJCOSX wB97M-V def2-TZVPD def2/J DEFGRID3
* xyz 0 1
C -0.4830 -1.0057 -0.5569
C -1.0088 -1.1159 0.7531
C 0.3104 0.0305 -0.8097
C 0.5517 1.0476 0.9864
C 0.8931 1.2648 -0.4955
S -0.2500 -0.0210 1.9199
H -0.8574 -1.8190 -1.1781
H -1.7415 -1.6909 1.2126
H 2.0148 1.1370 -0.8112
H 0.5706 2.1726 -1.0206
*
```

=====

(Q)
DFT (wB97M-V/def2-TZVPD) results for an isolated molecule of C5H4S.

HOMO-LUMO gap (spin up / spin down)   6.815 / 7.575 eV
SMILES   C#C/C=C/C=S
E_HOMO (spin up / spin down)   -8.6 / -8.9 eV

```
! RIJCOSX wB97M-V def2-TZVPD def2/J DEFGRID3
* xyz 0 1
C -2.4820 0.8766 -0.0385
C -1.4511 0.2593 0.0168
C -0.2787 -0.4387 0.0883
C 1.1896 0.3958 -0.0339
C 2.3550 -0.3482 -0.0559
S 3.9152 0.2935 -0.0126
H -3.4814 1.2916 -0.2008
H -0.3108 -1.4937 0.0912
H 1.2883 1.5271 -0.0537
H 2.5298 -1.4783 -0.1252
*
```

=====

Stability ranking, top and bottom: (Q) is the most stable and (P) is the least stable.

=====

(P)
DFT (wB97M-V/def2-TZVPD) results for a cluster of 2 separate species, CH6NOPS in total.

HOMO-LUMO gap   8.659 eV
E_HOMO   -8.6 eV

```
! RIJCOSX wB97M-V def2-TZVPD def2/J DEFGRID3
* xyz 0 1
C -1.2767 -1.1994 -0.0394
N 0.6850 1.4727 0.9205
O 0.5705 0.8565 -1.3589
P 0.8657 0.0543 0.0302
S 2.5700 -0.8606 0.0882
H -1.8845 -0.3546 -0.1606
H -0.8902 -1.9142 -0.6993
H -1.2957 -1.8021 0.9484
H 0.0519 2.1075 0.4300
H 0.4642 1.3746 1.8795
H 0.1398 0.2652 -2.0385
*
```

=====

(Q)
DFT (wB97M-V/def2-TZVPD) results for an isolated molecule of CH6NOPS.

HOMO-LUMO gap   9.294 eV
SMILES   COPSN
E_HOMO   -8.6 eV

```
! RIJCOSX wB97M-V def2-TZVPD def2/J DEFGRID3
* xyz 0 1
C -1.0873 0.2424 -0.5854
N 2.2616 1.3058 -0.4895
O -0.4441 -1.0089 -0.3749
P 0.7579 -0.9667 0.8090
S 2.4615 -0.4850 -0.4299
H -1.8091 0.2772 -1.4802
H -0.3453 0.9778 -0.7486
H -1.7385 0.3718 0.2875
H 2.6822 1.7822 -1.2797
H 2.5943 1.7251 0.4183
H 0.9835 -2.3401 0.5135
*
```

=====

Stability ranking, top and bottom: (P) is the most stable and (Q) is the least stable.

=====

(P)
DFT (wB97M-V/def2-TZVPD) results for a cluster of 2 separate species, CH2ClFOS in total.

HOMO-LUMO gap (spin up / spin down)   9.312 / 7.281 eV
E_HOMO (spin up / spin down)   -9.4 / -8.8 eV

```
! RIJCOSX wB97M-V def2-TZVPD def2/J DEFGRID3
* xyz 0 1
C 1.1855 -0.2606 -0.7004
O -1.7204 1.3320 0.1322
F 1.4740 -1.2837 -1.4823
S -2.0020 -0.0468 0.4768
Cl -1.6225 -0.3258 2.4893
H 0.7896 0.7656 -1.0363
H 1.8960 -0.1807 0.1207
*
```

=====

(Q)
DFT (wB97M-V/def2-TZVPD) results for a structure of composition CH2ClFOS.

HOMO-LUMO gap   6.567 eV
E_HOMO   -8.8 eV

```
! RIJCOSX wB97M-V def2-TZVPD def2/J DEFGRID3
* xyz 0 1
C 1.2836 -0.0712 0.1935
H -0.5747 0.0251 -0.1613
H 0.9894 -0.3034 1.2213
O 0.2571 0.1286 -0.6365
F -2.8380 0.7828 -0.1103
S 2.8286 0.0272 -0.2603
Cl -1.9460 -0.5890 -0.2465
*
```

=====

Stability ranking, top and bottom: (P) is the most stable and (Q) is the least stable.

=====

(P)
DFT (wB97M-V/def2-TZVPD) results for a structure of composition C22H25N3O4.

HOMO-LUMO gap   7.697 eV
E_HOMO   -7.1 eV

```
! RIJCOSX wB97M-V def2-TZVPD def2/J DEFGRID3
* xyz 0 1
C -4.9093 -1.1461 2.9153
C -4.6935 0.2101 2.1690
H -4.2334 1.0278 2.8404
O -3.9698 0.0372 1.0035
C -3.5662 0.9981 0.2271
C -4.1092 2.3825 0.6384
C -3.6554 3.3890 -0.0115
C -2.6365 3.3174 -1.2794
C -2.1855 2.0408 -1.4606
C -2.5707 0.9222 -0.6107
N -2.1773 -0.1513 -0.7727
C -1.6449 -0.9847 0.1266
O -1.2557 -0.8533 1.2125
C -1.2632 -2.4084 -0.2704
N 0.0168 -3.0276 -0.1289
C 1.1022 -2.2497 0.0876
C 1.3225 -1.2176 -0.7392
C 2.4314 -0.3902 -0.7402
C 3.7017 -0.6464 -0.1808
C 3.4543 -1.8936 0.7327
C 2.2557 -2.6486 0.5714
H 2.1303 -3.4569 1.4022
H 4.3321 -2.2136 1.2056
N 4.7663 -0.0492 -0.0021
C 5.0217 1.1859 -1.3223
H 4.5653 0.8684 -2.0195
C 4.6256 2.1608 -0.4352
H 4.8937 3.3506 -1.1145
O 5.2529 2.5187 0.8767
C 5.1615 1.4515 1.7394
C 5.5648 0.2581 1.0074
H 5.3425 -0.6741 1.6504
H 6.6541 0.2217 0.8430
H 5.7008 1.5968 2.5299
H 4.0300 1.3701 1.9524
H 3.5767 2.5479 -0.1834
H 6.1224 1.0651 -1.4812
H 2.4850 0.5883 -1.1424
H 0.4340 -0.6308 -1.3415
H -0.0704 -3.5368 0.8625
C -1.5061 -2.4691 -1.6471
C -2.3417 -0.9504 -1.7596
O -2.7781 -0.6133 -2.9730
H -2.3219 -3.2992 -2.1403
H -0.7761 -2.4073 -2.4678
H -1.8626 -3.2133 0.1644
H -1.3051 1.7127 -2.0789
H -2.1138 3.9690 -1.7149
H -3.9152 4.6053 -0.1085
H -4.9366 2.7328 1.3846
H -5.8131 0.6367 1.8287
H -5.5463 -1.0338 3.6747
H -3.7811 -1.4412 2.9986
H -5.3464 -1.9389 2.2415
*
```

=====

(Q)
DFT (wB97M-V/def2-TZVPD) results for an isolated molecule of C22H25N3O4.

HOMO-LUMO gap   8.255 eV
SMILES   CCCOc1ccc(N2C[C@H](C(=O)Nc3ccccc3C(=O)NC)CC2=O)cc1
E_HOMO   -7.8 eV

```
! RIJCOSX wB97M-V def2-TZVPD def2/J DEFGRID3
* xyz 0 1
C -5.4861 -3.1011 -0.4669
C -6.8416 -2.4829 -0.7871
C -6.7469 -1.0966 -1.4339
O -6.3301 -0.1020 -0.5217
C -5.0152 0.2122 -0.3551
C -3.9578 -0.1937 -1.1600
C -2.6682 0.2318 -0.8917
C -2.3982 1.0735 0.1812
C -3.4597 1.4869 0.9863
C -4.7406 1.0598 0.7213
H -5.5637 1.3781 1.3410
H -3.2727 2.1328 1.8270
N -1.0872 1.5097 0.4308
C -0.5950 1.9133 1.6336
O -1.1940 1.9813 2.6810
C 0.8791 2.2505 1.4412
H 1.1432 3.1534 1.9888
C 1.0387 2.3862 -0.0733
C 2.4380 2.0503 -0.5810
O 3.1206 2.8722 -1.1520
N 2.8059 0.7736 -0.3023
C 3.9810 0.1032 -0.6031
C 5.0142 0.7028 -1.3233
C 6.1540 -0.0081 -1.6365
C 6.2829 -1.3325 -1.2469
C 5.2783 -1.9292 -0.5117
C 4.1266 -1.2283 -0.1559
C 3.0612 -1.8666 0.6625
O 1.8860 -1.5020 0.6307
N 3.4586 -2.8636 1.4750
H 4.4355 -3.0978 1.5374
C 2.5459 -3.5788 2.3324
H 1.5481 -3.1776 2.1623
H 2.8162 -3.4433 3.3809
H 2.5534 -4.6441 2.0948
H 5.3816 -2.9709 -0.2426
H 7.1619 -1.8979 -1.5160
H 6.9407 0.4684 -2.2014
H 4.8986 1.7258 -1.6399
H 2.1196 0.1576 0.1452
C -0.0771 1.4782 -0.6115
H -0.4908 1.8519 -1.5514
H 0.2767 0.4512 -0.7656
H 0.8406 3.4206 -0.3692
H 1.4658 1.4243 1.8495
H -1.8725 -0.1165 -1.5310
H -4.1113 -0.8488 -2.0028
H -7.7486 -0.7812 -1.7451
H -6.1089 -1.1264 -2.3225
H -7.3908 -3.1347 -1.4699
H -7.4228 -2.3869 0.1318
H -4.8986 -3.2353 -1.3728
H -4.9262 -2.4705 0.2196
H -5.6221 -4.0751 -0.0022
*
```

=====

Stability ranking, top and bottom: (Q) is the most stable and (P) is the least stable.